Formula: C42H30I2N5NaOS
Source: the Open Molecules 2025 dataset
Level of theory: ωB97M-V/def2-TZVPD

The geometry in XYZ format:
```
82
Properties=species:S:1:pos:R:3:forces:R:3
C -1.7025 -1.9098 -4.9412 0.04 -0.01 0.02
H 4.7645 0.1325 3.5816 -0.01 0.01 0.00
C -2.1635 2.9277 -2.1187 0.01 0.01 0.00
H -1.1575 5.7760 2.0103 0.00 0.00 0.00
C -5.3991 1.8321 0.3391 0.02 0.00 0.01
H -1.0865 4.2898 -0.8564 0.00 0.00 0.00
H -3.9804 -0.4785 -4.6155 0.00 0.00 0.00
C 4.9000 -3.1224 0.4027 0.00 -0.01 0.01
S 2.6242 2.9127 1.2507 -0.02 -0.01 0.00
H -5.5395 2.8797 0.5843 0.00 0.00 0.00
H 3.9304 -1.9616 3.4513 -0.01 0.00 -0.01
H -7.1406 -1.0053 -0.2421 0.00 0.00 0.00
C -1.8463 -0.6827 -4.2725 -0.03 -0.03 -0.04
C -0.1785 -1.6855 2.3384 0.00 0.00 0.00
C 4.8676 -2.9455 1.8281 0.01 0.01 -0.01
C -2.5603 -0.5035 -0.3422 0.01 0.01 -0.04
H 1.0358 3.0002 -1.0511 0.01 0.01 0.00
C 3.7744 -2.5677 -0.2781 0.00 0.00 -0.03
C -0.4752 -2.5165 -4.9793 -0.04 0.03 -0.01
H 1.8343 1.0177 3.7638 0.00 0.01 0.00
C -3.1109 -0.0122 -4.1650 0.01 0.03 0.02
C 0.9618 3.0883 1.6535 0.04 0.02 0.03
C 0.0010 2.0620 2.0007 -0.02 -0.02 -0.01
H -4.8511 -1.8746 -0.5495 0.00 0.00 0.00
C -6.5008 0.9977 0.1954 0.00 -0.01 -0.01
C 0.1452 2.6740 -1.5791 0.02 -0.02 0.00
C 3.3658 -3.1248 -1.5951 0.00 -0.01 0.04
H 5.3883 -3.6630 2.4548 0.00 0.00 0.00
I 3.8094 -4.7451 -4.0728 0.00 0.00 0.00
H 4.2893 -0.2618 1.1301 0.01 -0.01 0.00
C 5.7313 -4.0507 -0.2797 0.00 0.01 -0.01
N 0.2618 1.5725 -2.2876 0.01 0.00 -0.01
C -0.8246 1.1072 -2.9287 0.01 0.02 0.03
H 0.6375 -1.8929 3.0347 0.00 -0.02 0.00
C -1.4070 -0.8843 -0.5627 -0.01 0.00 0.08
C -0.5744 -0.2487 2.3911 0.00 0.00 -0.01
C -0.7010 -0.1352 -3.6741 -0.01 0.01 -0.08
H -2.5315 -0.6676 3.1394 0.00 0.00 0.01
C -1.3116 2.4208 2.4099 0.00 0.01 0.00
H 0.1725 -1.9514 1.3426 -0.01 0.01 0.02
C -3.8831 -0.0065 -0.1555 0.00 0.00 -0.01
H 2.3928 -0.6141 4.1180 -0.01 0.00 0.00
C 2.4261 -0.1395 2.0688 -0.03 0.02 0.02
H -3.2123 1.7188 3.1354 0.00 0.00 0.00
Na 1.0960 -1.0759 -1.1239 0.15 0.03 -0.04
C 0.6109 -1.8826 -4.3517 0.03 -0.01 -0.01
O 2.2646 -2.7786 -2.1253 0.03 0.05 -0.02
C -5.0099 -0.8342 -0.2952 0.01 -0.01 0.00
C -4.1134 1.3414 0.1685 -0.03 0.01 0.00
H -4.1795 1.6493 -3.3918 0.00 0.00 -0.01
H 1.1414 5.1762 1.3973 0.00 0.00 0.00
C 3.9727 0.8317 3.8463 0.01 0.00 -0.02
H -1.0404 -2.2990 2.5916 0.00 0.00 0.01
I 7.4881 -4.7722 0.6505 0.00 0.00 0.00
H -7.5051 1.3824 0.3275 0.00 0.00 0.00
H -3.2592 1.9980 0.2725 0.01 0.00 0.00
C -6.2923 -0.3401 -0.1237 -0.01 0.01 0.00
C 4.2832 -4.0107 -2.1612 0.01 0.00 0.00
N 0.2863 0.6892 1.9987 0.03 0.02 0.03
H 6.1431 -5.1317 -2.0773 0.00 0.00 0.00
C -3.2205 1.1544 -3.4992 0.03 -0.03 -0.01
H 4.1292 1.7659 3.3102 0.00 0.00 0.00
C -1.0529 3.3988 -1.4691 -0.05 0.00 -0.01
N 0.5065 -0.7261 -3.7338 -0.12 -0.04 0.11
N 1.4130 0.1336 1.3443 -0.06 -0.05 -0.03
H -2.7556 3.9817 2.7153 0.00 0.00 0.00
C -2.0752 1.7438 -2.8668 -0.01 0.02 0.02
C -1.8501 0.1188 2.8510 0.02 -0.03 -0.01
C 3.4938 -0.9912 1.4200 0.00 -0.01 0.01
C -1.7409 3.7589 2.4099 0.00 0.00 0.00
H 4.0322 1.0280 4.9194 0.00 0.01 0.00
C 2.5891 0.2747 3.5068 -0.02 -0.01 0.01
H -0.3287 -3.4755 -5.4582 0.00 0.00 0.00
H 1.5845 -2.3573 -4.3132 -0.01 -0.01 0.02
C 4.0915 -1.9979 2.3810 0.00 -0.01 0.01
H -3.1194 3.4357 -2.0417 0.00 0.00 0.00
C -0.8556 4.7344 2.0265 0.00 -0.01 0.00
C 0.4424 4.3971 1.6719 -0.01 0.00 -0.02
N 2.9690 -1.6569 0.2527 0.00 -0.01 -0.03
C -2.2146 1.4183 2.8391 -0.01 0.02 -0.01
C 5.4724 -4.4717 -1.5466 0.00 0.00 0.00
H -2.5724 -2.3687 -5.3997 0.00 0.00 0.00
```
Forces are in eV/Å.

ΔE to the lowest compared entry with this formula, charge and spin in kcal per mole: 45.0
Lowest unoccupied orbital energy in Eh: 0.1383
Total charge: -2
M in Da: 929.60



Formula: C2H7N2O2
Source: the Open Molecules 2025 dataset
Level of theory: ωB97M-V/def2-TZVPD

The geometry in XYZ format:
```
13
Properties=species:S:1:pos:R:3:forces:R:3
H 0.8076 2.1244 0.3269 0.21 0.53 0.46
H 1.3247 1.6041 -1.1103 0.03 -0.30 0.46
H -2.7592 1.2423 -0.5363 0.79 -0.02 0.33
O -1.9049 1.3784 -0.0637 -0.08 -0.69 -0.40
H 1.4119 -1.3351 0.9071 -0.37 0.51 0.90
H -2.6966 -1.1647 0.5720 2.54 0.96 -1.17
N 1.1612 1.3071 -0.1360 -0.49 0.83 -0.82
H 1.7649 -0.9240 -0.5942 -1.14 -0.48 0.26
H 0.2710 -1.8091 -0.2185 1.03 0.86 0.11
N 0.9451 -1.0379 0.0562 -0.75 -0.38 -1.72
O -1.7877 -1.0927 0.0787 -0.13 2.75 0.35
C -1.1348 0.2891 -0.0571 -1.60 -3.15 1.10
C 0.2116 0.3007 -0.0311 -0.03 -1.44 0.12
```
Forces are in eV/Å.

ΔE to the lowest compared entry with this formula, charge and spin in kcal per mole: 50.1
SMILES: NC([NH3+])=C(O)O
Lowest unoccupied orbital energy in Eh: -0.1286
Total charge: +1
M in Da: 91.09



Formula: C3H6O2
Source: the Open Molecules 2025 dataset
Level of theory: ωB97M-V/def2-TZVPD

The geometry in XYZ format:
```
11
Properties=species:S:1:pos:R:3:forces:R:3
H 2.0147 -1.0903 -0.4829 -4.21 -0.53 1.61
H -0.9238 -1.4721 -0.6729 -2.69 1.56 2.07
O 0.9987 -1.2018 -0.0620 5.17 0.39 -1.88
H -0.2592 0.6731 -1.5466 0.77 0.37 1.14
C -0.8126 0.0781 0.4665 -2.54 0.98 0.41
H -1.1509 0.4427 1.4194 -0.87 0.41 -0.15
C 0.5973 0.0600 0.4308 3.39 -2.65 0.71
O -1.6426 -0.9202 -0.0865 3.55 -1.51 -1.77
C 0.0016 0.9791 -0.4983 -2.34 1.04 -1.24
H -0.0084 2.0336 -0.2700 0.23 0.13 -0.25
H 1.1851 0.4179 1.3024 -0.46 -0.18 -0.65
```
Forces are in eV/Å.

ΔE to the lowest compared entry with this formula, charge and spin in kcal per mole: 70.7
SMILES: O[C@@H]1C[C@@H]1O
Lowest unoccupied orbital energy in Eh: 0.0229
Total charge: 0
M in Da: 74.08



So what do the calculations give for max |F|? Going down the list: 0.17; 3.70; 5.51 eV/Å.
So what do the calculations give for orbital gap? Going down the list: 4.28; 10.28; 9.81 eV.